Record 1
{
  "formula": "C11H10ClMnNS",
  "method": "the ωB97M-V functional and the def2-TZVPD basis",
  "symbols": ["C", "C", "C", "H", "C", "C", "H", "H", "H", "H", "Mn", "Cl", "C", "C", "C", "H", "C", "C", "H", "H", "H", "H", "S", "C", "N"],
  "xyz": [[-0.91, 3.05, -0.65], [0.07, 2.01, -0.88], [0.67, 1.69, 0.37], [0.32, 1.59, -1.84], [0.02, 2.41, 1.41], [-1.01, 3.24, 0.80], [-1.73, 3.89, 1.30], [-1.49, 3.63, -1.38], [1.54, 1.06, 0.50], [0.27, 2.44, 2.46], [-1.56, 1.26, 0.34], [-2.09, -0.10, -1.24], [0.80, -4.02, -0.43], [1.60, -3.75, 0.72], [2.78, -3.08, 0.30], [1.35, -4.02, 1.75], [2.72, -2.93, -1.12], [1.49, -3.52, -1.57], [1.15, -3.57, -2.60], [-0.16, -4.53, -0.44], [3.59, -2.74, 0.94], [3.47, -2.47, -1.75], [-5.47, 3.69, 0.94], [-4.15, 2.80, 1.06], [-3.26, 1.98, 1.03]],
  "lowdin_charge": [-0.204, -0.262, -0.191, 0.085, -0.198, -0.244, 0.084, 0.100, 0.098, 0.082, 0.330, -0.060, -0.228, -0.237, -0.244, 0.036, -0.239, -0.229, 0.042, 0.043, 0.034, 0.036, 0.416, -0.986, -0.063],
  "homo_lumo_gap_ev": [4.99, 4.98],
  "homo_ev": [-0.36, -0.36],
  "total_charge": -2,
  "spin_multiplicity": 6,
  "s2": 8.76
}

Record 2
{
  "formula": "C34H37BN10ORe",
  "method": "the ωB97M-V functional and the def2-TZVPD basis",
  "symbols": ["Re", "C", "C", "C", "C", "C", "N", "N", "B", "N", "N", "C", "C", "C", "C", "C", "N", "N", "C", "C", "C", "C", "C", "H", "H", "H", "H", "H", "H", "H", "H", "H", "H", "H", "H", "H", "H", "H", "H", "H", "H", "H", "H", "H", "H", "C", "C", "C", "C", "N", "C", "C", "C", "C", "C", "C", "N", "H", "H", "H", "H", "H", "H", "H", "H", "O", "C", "C", "C", "C", "C", "C", "C", "N", "C", "C", "N", "H", "H", "H", "H", "H", "H", "H"],
  "xyz": [[-0.01, -0.28, -0.07], [0.57, -2.54, 2.80], [0.17, -1.12, 3.02], [0.01, -0.52, 4.26], [-0.36, 0.79, 4.01], [-0.68, 1.87, 4.98], [-0.43, 0.94, 2.69], [-0.08, -0.21, 2.04], [-0.83, 2.16, 1.85], [-1.98, 1.78, 0.88], [-1.68, 0.99, -0.19], [-2.73, 1.01, -1.02], [-2.82, 0.23, -2.29], [-3.69, 1.88, -0.51], [-3.17, 2.36, 0.68], [-3.76, 3.35, 1.63], [0.30, 2.51, 0.91], [0.40, 1.76, -0.22], [1.11, 2.46, -1.11], [1.34, 2.09, -2.53], [1.51, 3.66, -0.51], [0.97, 3.67, 0.76], [1.02, 4.72, 1.81], [0.67, -3.03, 3.77], [-0.17, -3.09, 2.22], [1.54, -2.61, 2.30], [0.15, -0.98, 5.22], [-0.54, 1.50, 5.99], [-0.04, 2.74, 4.84], [-1.72, 2.20, 4.88], [-1.17, 3.04, 2.56], [-1.92, -0.35, -2.49], [-3.68, -0.43, -2.26], [-2.97, 0.92, -3.12], [-4.62, 2.14, -0.96], [-4.79, 3.56, 1.34], [-3.76, 2.97, 2.65], [-3.21, 4.28, 1.62], [0.58, 1.41, -2.90], [1.30, 3.00, -3.13], [2.32, 1.65, -2.69], [2.07, 4.44, -0.98], [1.73, 5.48, 1.52], [0.05, 5.20, 1.94], [1.32, 4.31, 2.77], [-4.05, -1.95, 0.55], [-4.01, -3.14, -0.14], [-2.79, -3.59, -0.60], [-1.66, -2.82, -0.40], [-1.72, -1.59, 0.14], [-2.90, -1.19, 0.66], [-0.29, -3.29, -0.60], [-0.02, -4.61, -0.94], [1.29, -5.05, -0.94], [2.27, -4.16, -0.57], [1.93, -2.86, -0.25], [0.66, -2.40, -0.27], [-4.97, -1.58, 0.99], [-4.90, -3.73, -0.29], [-2.71, -4.55, -1.09], [-2.91, -0.25, 1.19], [-0.82, -5.29, -1.18], [1.52, -6.08, -1.19], [3.31, -4.46, -0.52], [2.69, -2.19, 0.08], [0.18, -0.52, -2.06], [1.16, -0.55, -2.93], [0.85, -0.64, -4.30], [1.85, -0.71, -5.24], [3.20, -0.69, -4.86], [3.52, -0.58, -3.53], [2.52, -0.50, -2.54], [2.88, -0.27, -1.16], [2.06, -0.07, -0.11], [2.85, 0.12, 1.02], [4.15, 0.05, 0.65], [4.15, -0.20, -0.71], [-0.19, -0.66, -4.58], [1.59, -0.78, -6.28], [3.98, -0.75, -5.60], [4.57, -0.55, -3.25], [2.42, 0.33, 1.98], [5.05, 0.16, 1.21], [4.97, -0.29, -1.28]],
  "lowdin_charge": [1.704, -0.004, -0.299, 0.046, -0.239, 0.006, 0.040, -0.062, -0.509, 0.046, -0.103, -0.303, 0.003, 0.051, -0.240, 0.008, 0.059, -0.080, -0.258, 0.018, 0.057, -0.234, 0.007, 0.096, 0.078, 0.070, 0.126, 0.094, 0.090, 0.092, 0.128, 0.049, 0.093, 0.102, 0.130, 0.094, 0.090, 0.095, 0.074, 0.110, 0.090, 0.126, 0.094, 0.093, 0.090, 0.003, 0.001, 0.032, -0.188, -0.004, -0.079, -0.194, 0.034, 0.001, 0.003, -0.096, 0.012, 0.129, 0.132, 0.122, 0.115, 0.121, 0.131, 0.127, 0.097, -0.252, -0.386, 0.003, -0.036, -0.057, -0.023, -0.142, -0.271, -0.084, -0.082, -0.025, 0.154, 0.125, 0.120, 0.114, 0.110, 0.115, 0.133, 0.165],
  "homo_lumo_gap_ev": [6.73, 6.23],
  "homo_ev": [-12.78, -12.69],
  "total_charge": 2,
  "spin_multiplicity": 2,
  "s2": 0.76
}

Record 3
{
  "formula": "C19H38O",
  "method": "the ωB97M-V functional and the def2-TZVPD basis",
  "symbols": ["C", "C", "C", "C", "O", "H", "H", "H", "H", "C", "H", "H", "C", "H", "H", "C", "C", "H", "H", "H", "C", "C", "H", "C", "H", "H", "C", "C", "H", "H", "H", "C", "C", "C", "H", "H", "C", "C", "H", "H", "H", "C", "H", "H", "H", "H", "H", "H", "H", "H", "H", "H", "H", "H", "H", "H", "H", "H"],
  "xyz": [[-4.42, -1.81, 1.28], [-3.20, -1.43, 0.48], [-2.99, -1.87, -0.75], [-3.91, -2.81, -1.49], [-4.01, -4.09, -0.90], [-3.12, -4.44, -0.79], [-3.58, -2.90, -2.54], [-4.94, -2.42, -1.50], [-2.10, -1.58, -1.29], [-2.22, -0.51, 1.16], [-1.89, -0.97, 2.09], [-1.35, -0.37, 0.52], [-2.85, 0.85, 1.49], [-2.12, 1.47, 2.02], [-3.68, 0.68, 2.19], [-3.39, 1.62, 0.27], [-4.65, 2.39, 0.67], [-4.42, 3.12, 1.45], [-5.07, 2.92, -0.18], [-5.42, 1.71, 1.05], [-2.39, 2.61, -0.34], [-1.18, 1.97, -1.05], [-0.97, 2.55, -1.95], [0.08, 1.94, -0.18], [-0.17, 1.55, 0.80], [0.44, 2.97, -0.04], [1.21, 1.09, -0.77], [1.74, 1.69, -2.06], [2.15, 2.69, -1.88], [0.95, 1.77, -2.80], [2.53, 1.07, -2.49], [2.33, 0.95, 0.28], [3.40, -0.07, -0.10], [4.40, -0.26, 1.05], [3.85, -0.62, 1.93], [4.82, 0.71, 1.31], [5.55, -1.23, 0.76], [6.45, -0.74, -0.37], [6.77, 0.28, -0.19], [7.33, -1.37, -0.45], [5.92, -0.77, -1.32], [5.06, -2.64, 0.47], [5.89, -3.33, 0.42], [4.38, -2.98, 1.26], [4.53, -2.68, -0.48], [6.16, -1.27, 1.68], [2.92, -1.02, -0.33], [3.94, 0.27, -0.98], [1.88, 0.64, 1.23], [2.79, 1.92, 0.44], [0.82, 0.09, -0.98], [-1.44, 0.96, -1.37], [-2.94, 3.21, -1.07], [-2.03, 3.29, 0.44], [-3.67, 0.89, -0.50], [-4.20, -1.80, 2.34], [-4.77, -2.80, 0.99], [-5.22, -1.10, 1.09]],
  "lowdin_charge": [-0.031, -0.303, -0.059, -0.262, -0.077, 0.090, 0.111, 0.120, 0.100, -0.158, 0.122, 0.091, -0.163, 0.113, 0.103, -0.378, -0.076, 0.083, 0.074, 0.070, -0.175, -0.191, 0.103, -0.194, 0.095, 0.125, -0.390, -0.062, 0.087, 0.069, 0.069, -0.189, -0.209, -0.196, 0.114, 0.115, -0.441, -0.084, 0.077, 0.075, 0.071, -0.085, 0.075, 0.077, 0.072, 0.129, 0.115, 0.100, 0.115, 0.123, 0.134, 0.103, 0.108, 0.118, 0.131, 0.085, 0.073, 0.088],
  "homo_lumo_gap_ev": 9.92,
  "homo_ev": -9.14,
  "smiles": "C/C(=C\\CO)CC[C@@H](C)CCC[C@@H](C)CCCC(C)C"
}

Record 4
{
  "formula": "C5H8N3O2",
  "method": "the ωB97M-V functional and the def2-TZVPD basis",
  "symbols": ["C", "C", "C", "C", "C", "N", "N", "N", "O", "O", "H", "H", "H", "H", "H", "H", "H", "H"],
  "xyz": [[0.79, -0.64, 0.56], [1.36, 0.23, -0.31], [-0.61, 1.09, 0.38], [-1.31, -1.03, 1.70], [0.69, 2.68, -0.94], [-0.44, -0.16, 0.95], [0.47, 1.34, -0.38], [-0.78, -2.08, -1.38], [-1.19, -2.98, -0.56], [0.10, -2.35, -2.22], [0.94, -1.72, 0.65], [2.25, 0.33, -0.90], [-1.55, -1.99, 1.14], [-0.65, -1.25, 2.63], [-2.26, -0.43, 2.04], [1.07, 3.45, -0.24], [1.48, 2.48, -1.78], [-0.36, 3.04, -1.32]],
  "lowdin_charge": [-0.133, -0.070, -0.099, -0.098, -0.089, -0.198, -0.205, -0.346, -0.269, -0.213, 0.112, 0.093, 0.059, 0.093, 0.103, 0.060, 0.100, 0.100],
  "homo_lumo_gap_ev": [4.55, 7.49],
  "homo_ev": [-0.97, -3.92],
  "total_charge": -1,
  "spin_multiplicity": 3,
  "s2": 2.01
}

Record 5
{
  "formula": "C7H10O",
  "method": "the ωB97M-V functional and the def2-TZVPD basis",
  "symbols": ["C", "C", "C", "C", "C", "C", "C", "H", "H", "H", "H", "H", "H", "H", "H", "H", "H", "O"],
  "xyz": [[0.36, -1.58, 1.79], [-1.10, -0.93, -0.13], [0.14, -0.98, 0.44], [1.30, -0.36, -0.13], [1.29, 0.26, -1.34], [0.04, 0.18, -1.99], [-1.07, -0.34, -1.36], [0.29, -2.62, 1.62], [-0.41, -1.38, 2.50], [1.26, -1.32, 2.31], [-2.08, -1.37, 0.48], [2.26, -0.18, 0.63], [2.05, 0.73, -1.79], [-0.17, 0.66, -3.00], [-2.19, -0.01, -1.56], [-1.25, 3.06, -0.02], [-0.38, 2.98, 1.22], [-0.36, 3.22, 0.32]],
  "lowdin_charge": [-0.072, -0.097, -0.303, -0.062, -0.091, -0.097, -0.155, 0.069, 0.066, 0.068, 0.178, 0.167, 0.067, 0.120, 0.138, 0.046, 0.000, -0.040],
  "homo_lumo_gap_ev": 9.58,
  "homo_ev": -8.80,
  "smiles": "Cc1ccccc1.O"
}

Record 6
{
  "formula": "C23H32N2O4S",
  "method": "the ωB97M-V functional and the def2-TZVPD basis",
  "symbols": ["C", "H", "H", "H", "C", "C", "O", "N", "C", "C", "C", "C", "C", "C", "C", "H", "H", "C", "C", "H", "H", "H", "H", "H", "S", "O", "O", "C", "C", "H", "C", "O", "N", "H", "C", "H", "H", "C", "C", "C", "C", "C", "C", "C", "H", "H", "H", "H", "H", "H", "H", "H", "H", "H", "H", "H", "H", "H", "H", "H", "H", "H"],
  "xyz": [[-6.27, -2.07, -1.20], [-5.60, -2.90, -1.36], [-6.48, -1.61, -2.16], [-7.20, -2.43, -0.77], [-5.63, -1.05, -0.26], [-4.31, -0.56, -0.84], [-3.84, -1.00, -1.86], [-3.66, 0.41, -0.10], [-2.39, 0.89, -0.39], [-1.63, 0.74, -1.54], [-0.37, 1.32, -1.57], [0.11, 2.03, -0.49], [-0.65, 2.18, 0.67], [-1.89, 1.61, 0.71], [-2.91, 1.58, 1.82], [-3.06, 2.56, 2.27], [-2.59, 0.89, 2.60], [-4.17, 1.08, 1.10], [-5.06, 2.26, 0.70], [-4.47, 2.98, 0.13], [-5.46, 2.74, 1.58], [-5.89, 1.94, 0.08], [-4.73, 0.38, 1.72], [-0.25, 2.75, 1.50], [1.76, 2.72, -0.54], [1.70, 4.12, -0.24], [2.37, 2.34, -1.80], [2.64, 1.88, 0.82], [4.15, 2.06, 0.65], [4.33, 2.90, -0.03], [4.77, 0.78, 0.10], [5.49, 0.07, 0.78], [4.44, 0.52, -1.17], [3.77, 1.14, -1.63], [4.74, -0.73, -1.81], [5.47, -1.24, -1.19], [5.17, -0.54, -2.80], [3.47, -1.59, -1.97], [2.79, -1.83, -0.65], [1.58, -1.35, -0.40], [0.84, -1.55, 0.89], [1.77, -2.02, 2.00], [2.65, -3.15, 1.48], [3.56, -2.63, 0.37], [4.33, -1.99, 0.80], [4.06, -3.46, -0.12], [3.25, -3.56, 2.29], [2.01, -3.94, 1.09], [2.41, -1.19, 2.32], [1.19, -2.35, 2.87], [0.05, -2.29, 0.73], [0.33, -0.62, 1.17], [1.04, -0.79, -1.16], [3.75, -2.54, -2.42], [2.78, -1.08, -2.65], [4.62, 2.28, 1.61], [2.28, 2.34, 1.73], [2.35, 0.84, 0.78], [0.25, 1.25, -2.45], [-2.02, 0.19, -2.38], [-6.31, -0.21, -0.11], [-5.43, -1.51, 0.71]],
  "lowdin_charge": [-0.093, 0.078, 0.080, 0.073, -0.158, -0.416, 0.087, 0.050, -0.130, 0.035, -0.060, -0.286, -0.006, -0.146, -0.059, 0.125, 0.128, -0.298, -0.027, 0.093, 0.085, 0.070, 0.138, 0.127, 0.707, -0.296, -0.323, -0.196, -0.106, 0.120, -0.509, 0.048, 0.080, 0.097, -0.158, 0.118, 0.121, -0.129, -0.245, -0.066, -0.190, -0.198, -0.189, -0.146, 0.106, 0.123, 0.110, 0.117, 0.112, 0.108, 0.118, 0.095, 0.092, 0.118, 0.113, 0.125, 0.104, 0.081, 0.115, 0.109, 0.105, 0.121],
  "homo_lumo_gap_ev": 9.21,
  "homo_ev": -8.83,
  "smiles": "CCC(=O)N1c2ccc(S(=O)(=O)CCC(=O)NCCC3=CCCCC3)cc2C[C@H]1C"
}

Record 7
{
  "formula": "C45H44IrN6OS3Te",
  "method": "the ωB97M-V functional and the def2-TZVPD basis",
  "symbols": ["Ir", "C", "C", "N", "C", "C", "S", "C", "C", "S", "C", "N", "C", "H", "H", "H", "H", "H", "H", "H", "H", "N", "C", "C", "C", "C", "C", "C", "S", "N", "C", "C", "C", "C", "C", "C", "N", "H", "H", "H", "H", "H", "H", "H", "H", "H", "C", "C", "C", "C", "C", "C", "Te", "N", "C", "O", "C", "C", "C", "C", "C", "C", "C", "C", "C", "C", "C", "C", "C", "C", "C", "C", "C", "C", "H", "H", "H", "H", "H", "H", "H", "H", "H", "H", "H", "H", "H", "H", "H", "H", "H", "H", "H", "H", "H", "H", "H", "H", "H", "H", "H"],
  "xyz": [[-1.00, 0.24, 1.35], [1.05, -0.59, 4.17], [1.29, 0.68, 3.43], [0.56, 1.16, 2.45], [1.05, 2.40, 2.06], [2.16, 2.82, 2.69], [2.59, 1.68, 3.88], [-0.36, 2.85, 0.13], [-1.24, 4.02, -0.29], [-2.78, 3.73, -1.17], [-3.60, 3.21, 0.38], [-3.19, 1.81, 0.61], [-5.10, 3.44, 0.34], [0.02, -0.63, 4.53], [1.73, -0.67, 5.02], [1.21, -1.46, 3.53], [2.68, 3.75, 2.55], [-0.61, 4.65, -0.93], [-5.30, 4.50, 0.29], [-5.56, 3.03, 1.24], [-5.57, 2.97, -0.53], [-2.31, 2.81, 2.33], [-2.86, 3.95, 1.59], [-3.76, 4.77, 2.47], [-3.85, 6.09, 2.34], [-3.06, 6.82, 1.34], [-2.06, 6.22, 0.70], [-1.69, 4.80, 0.97], [-0.18, 4.79, 1.98], [0.27, 3.22, 1.20], [-2.26, 1.70, 1.60], [-3.37, 0.71, -0.21], [-4.32, 0.60, -1.21], [-4.50, -0.63, -1.81], [-3.74, -1.72, -1.40], [-2.75, -1.51, -0.47], [-2.54, -0.31, 0.10], [-1.64, 2.98, 3.07], [-4.33, 4.23, 3.22], [-4.52, 6.66, 2.98], [-3.29, 7.86, 1.15], [-1.43, 6.76, 0.00], [-4.92, 1.44, -1.50], [-5.26, -0.75, -2.57], [-3.89, -2.70, -1.82], [-2.11, -2.31, -0.13], [7.37, -2.44, -1.27], [5.88, -2.39, -1.09], [5.01, -2.81, -2.10], [3.64, -2.77, -1.95], [2.77, -3.26, -3.09], [3.11, -2.27, -0.75], [0.99, -2.40, -0.75], [0.24, -1.54, 0.89], [-0.37, -2.35, 1.79], [-1.23, -1.79, 2.52], [-0.06, -3.78, 1.97], [-1.10, -4.67, 2.23], [-0.83, -6.02, 2.38], [0.48, -6.48, 2.31], [1.53, -5.59, 2.09], [1.26, -4.24, 1.92], [0.44, -0.88, -2.08], [-0.47, -1.25, -3.07], [-0.92, -2.68, -3.30], [-0.95, -0.27, -3.92], [-0.54, 1.06, -3.82], [-1.07, 2.11, -4.74], [0.41, 1.38, -2.85], [0.92, 0.44, -1.97], [1.98, 0.86, -1.00], [3.94, -1.85, 0.29], [3.47, -1.30, 1.61], [5.32, -1.92, 0.09], [7.64, -3.00, -2.16], [7.85, -2.91, -0.41], [7.77, -1.44, -1.37], [5.43, -3.19, -3.03], [3.39, -3.66, -3.89], [2.17, -2.45, -3.51], [2.09, -4.06, -2.78], [-2.11, -4.30, 2.31], [-1.63, -6.72, 2.57], [0.69, -7.53, 2.44], [2.55, -5.95, 2.06], [2.08, -3.55, 1.79], [-1.28, -3.17, -2.39], [-0.10, -3.29, -3.68], [-1.72, -2.71, -4.03], [-1.66, -0.54, -4.69], [-1.88, 1.73, -5.36], [-0.29, 2.48, -5.40], [-1.45, 2.96, -4.17], [0.76, 2.40, -2.78], [1.97, 1.95, -0.90], [2.97, 0.56, -1.35], [1.83, 0.44, -0.01], [2.39, -1.28, 1.69], [3.84, -0.28, 1.73], [3.88, -1.89, 2.43], [5.97, -1.60, 0.89]],
  "lowdin_charge": [1.270, -0.049, -0.601, -0.055, -0.454, -0.315, 1.161, -0.058, -0.521, 1.063, -0.547, -0.008, -0.031, 0.100, 0.091, 0.063, 0.095, 0.130, 0.097, 0.109, 0.070, 0.107, -0.330, -0.026, -0.037, -0.039, -0.101, -0.613, 1.122, -0.302, -0.313, -0.245, 0.025, -0.012, -0.034, -0.099, -0.019, 0.124, 0.130, 0.122, 0.122, 0.127, 0.100, 0.128, 0.122, 0.099, -0.028, -0.235, 0.010, -0.298, -0.079, -0.322, 1.933, -0.355, -0.670, -0.068, -0.209, -0.007, -0.044, -0.048, -0.050, -0.076, -0.336, -0.316, -0.080, 0.005, -0.236, -0.025, -0.007, -0.280, -0.055, -0.285, -0.068, 0.003, 0.084, 0.091, 0.094, 0.128, 0.095, 0.075, 0.068, 0.125, 0.117, 0.117, 0.116, 0.085, 0.045, 0.076, 0.091, 0.126, 0.084, 0.096, 0.070, 0.127, 0.072, 0.100, 0.037, 0.013, 0.086, 0.104, 0.135],
  "homo_lumo_gap_ev": [7.55, 8.02],
  "homo_ev": [-12.51, -13.41],
  "total_charge": 2,
  "spin_multiplicity": 2,
  "s2": 0.76
}

Record 8
{
  "formula": "C5H12NO2",
  "method": "the ωB97M-V functional and the def2-TZVPD basis",
  "symbols": ["C", "O", "C", "C", "C", "C", "N", "H", "H", "H", "H", "H", "H", "H", "H", "H", "H", "H", "H", "O"],
  "xyz": [[1.05, -0.45, 0.37], [2.08, -0.11, 1.21], [0.12, 0.76, 0.12], [-0.86, 0.61, -1.07], [-2.26, 0.35, -0.68], [-3.35, 0.96, -1.28], [-2.37, -1.07, -0.09], [0.44, -1.19, 0.92], [1.30, -0.99, -0.57], [0.68, 1.70, 0.19], [-0.44, 0.73, 1.07], [-0.83, 1.47, -1.76], [-0.38, -0.22, -1.63], [-3.66, 1.99, -1.26], [-4.07, 0.28, -1.77], [-3.11, -0.87, 0.57], [-2.63, -0.88, -1.14], [3.49, -0.51, 1.15], [4.84, -0.21, 1.78], [4.51, -0.78, 1.08]],
  "lowdin_charge": [-0.461, -0.327, -0.199, -0.190, -0.419, 0.009, 0.079, 0.081, 0.090, 0.096, 0.097, 0.104, 0.118, 0.036, 0.043, 0.050, 0.067, -0.034, -0.026, -0.214],
  "homo_lumo_gap_ev": 6.22,
  "homo_ev": -3.03,
  "total_charge": -1
}